Record 1
C51H42F6NO3S4Sb2TeTi as an isolated structure, computed with ωB97M-V/def2-TZVPD.

XYZ file:
```
111
Properties=species:S:1:pos:R:3:mulliken_charge:R:1
Ti -0.0525 0.4557 0.0640 0.89
C 6.6824 2.6868 -0.6976 -1.69
C 5.3398 2.0068 -0.6218 -0.62
C 5.2203 0.6268 -0.7231 -0.89
C 3.9854 -0.0131 -0.7117 0.93
C 3.9169 -1.4938 -0.6455 -1.06
O 2.9614 -2.0819 -0.1730 0.80
C 5.1281 -2.2820 -1.0426 1.06
C 5.5615 -3.2930 -0.1905 -0.31
C 6.6893 -4.0327 -0.5085 -0.77
C 7.3650 -3.7913 -1.6971 -0.52
C 6.9169 -2.8031 -2.5638 -0.98
C 5.8099 -2.0379 -2.2302 0.04
C 2.8037 0.7608 -0.5994 0.15
O 1.6418 0.1888 -0.7398 -0.82
C 2.9158 2.1481 -0.3507 0.20
C 4.1824 2.7386 -0.4177 -0.64
C 1.7689 2.9503 0.0911 0.98
N 0.6244 2.4495 0.4334 0.83
C -0.3741 3.3811 1.0238 -0.30
C -1.3778 2.6864 1.9249 -1.16
Te -2.6426 4.1449 2.8529 0.21
C -1.0046 5.0890 3.8055 -0.29
C -0.7424 6.4376 3.5860 -0.20
C 0.3466 7.0466 4.1967 -0.62
C 1.1924 6.3080 5.0108 -0.37
C 0.9420 4.9586 5.2218 -0.66
C -0.1589 4.3530 4.6319 -0.17
C 1.9985 4.4255 0.2198 -0.95
C 2.5885 4.9647 1.3581 0.57
C 2.7631 6.3356 1.4624 -0.94
C 2.3591 7.1705 0.4295 -0.58
C 1.7751 6.6324 -0.7081 -0.95
C 1.5925 5.2607 -0.8134 -0.08
H 7.4913 1.9709 -0.5545 0.38
H 6.7779 3.4613 0.0638 0.38
H 6.8277 3.1617 -1.6700 0.32
H 6.1193 0.0261 -0.7958 0.47
H 5.0095 -3.4831 0.7230 0.39
H 7.0379 -4.8032 0.1673 0.44
H 8.2417 -4.3741 -1.9495 0.41
H 7.4369 -2.6220 -3.4957 0.43
H 5.4679 -1.2526 -2.8941 0.51
H 4.2679 3.8090 -0.2781 0.61
H -0.8887 3.9112 0.2223 0.18
H 0.1518 4.1303 1.6118 0.75
H -0.8864 2.1148 2.7082 0.36
H -2.0531 2.0258 1.3835 0.17
H -1.3846 7.0120 2.9303 0.38
H 0.5381 8.0985 4.0250 0.41
H 2.0428 6.7826 5.4843 0.42
H 1.5945 4.3771 5.8611 0.42
H -0.3623 3.3058 4.8211 0.46
H 2.8935 4.3111 2.1674 0.54
H 3.2087 6.7521 2.3559 0.49
H 2.4968 8.2407 0.5130 0.41
H 1.4567 7.2799 -1.5144 0.43
H 1.1281 4.8356 -1.6957 0.55
S -1.4154 -3.4820 3.6750 -0.60
Sb -2.0610 -1.6288 2.5362 0.28
S 0.0986 -0.5574 2.2030 -0.65
S -2.2777 -2.6911 0.1081 -0.41
S -0.4789 -2.3081 -0.7711 -0.07
Sb 0.8830 -4.0849 0.0767 0.56
C 2.1986 -4.5236 -1.5069 0.37
C 2.0323 -3.9228 -2.7493 -0.72
C 2.9004 -4.2366 -3.7850 -0.61
C 3.9270 -5.1487 -3.5803 -0.63
C 4.0871 -5.7500 -2.3411 -0.55
C 3.2244 -5.4369 -1.2997 -0.42
C -0.3913 -5.7585 0.0213 0.73
C -1.2729 -6.0316 1.0624 -0.22
C -2.0958 -7.1457 0.9754 -0.69
C -2.0447 -7.9714 -0.1387 -0.49
C -1.1686 -7.6909 -1.1776 -0.75
C -0.3377 -6.5821 -1.1011 -0.59
C 1.9301 -4.2312 1.8925 1.68
C 2.5290 -3.1570 2.5334 -0.57
C 3.2165 -3.3859 3.7154 -0.87
C 3.3058 -4.6676 4.2416 -0.61
C 2.7010 -5.7335 3.5934 -0.68
C 2.0015 -5.5182 2.4139 -0.72
H 1.2313 -3.2114 -2.9130 0.47
H 2.7755 -3.7663 -4.7520 0.43
H 4.6065 -5.3874 -4.3883 0.37
H 4.8913 -6.4562 -2.1795 0.42
H 3.3658 -5.8974 -0.3278 0.48
H -1.3279 -5.3797 1.9287 0.08
H -2.7843 -7.3592 1.7827 0.45
H -2.6925 -8.8367 -0.1996 0.38
H -1.1295 -8.3333 -2.0478 0.41
H 0.3469 -6.3682 -1.9127 0.42
H 2.4305 -2.1582 2.1374 0.04
H 3.6687 -2.5515 4.2356 0.45
H 3.8372 -4.8330 5.1700 0.38
H 2.7545 -6.7308 4.0100 0.40
H 1.5000 -6.3482 1.9298 0.40
C -2.6192 -0.1864 -2.6853 -1.93
C -2.5352 0.9852 -1.7086 1.20
O -1.8338 0.6626 -0.5697 0.35
C -3.9574 1.4005 -1.2773 0.47
F -4.6407 1.9419 -2.3026 -0.28
F -3.9439 2.2965 -0.2815 -0.14
F -4.6412 0.3362 -0.8461 -0.25
C -1.8235 2.1665 -2.4128 0.38
F -0.4948 1.9022 -2.4668 -0.20
F -2.2371 2.3610 -3.6687 -0.30
F -1.9555 3.3317 -1.7639 -0.27
H -3.0146 -1.0470 -2.1509 0.35
H -1.6149 -0.4227 -3.0383 0.40
H -3.2532 0.0440 -3.5394 0.44
```

As for the expectation value of S²: 0.7546. As for the orbital gap (alpha / beta): 0.2316 / 0.2306 hartree. Its LUMO energy (alpha / beta) is -0.421 / -0.471 eV. For the relative energy (zero: lowest compared OMol25 entry of this formula, charge and spin), the calculation gives 42.3 kJ/mol. As for the spin multiplicity: 2. The value obtained for the total energy is -6039.2334 Eh. Its charge is 0.

---

Record 2
C53H47F3N8O4P2STi as an isolated structure, computed with ωB97M-V/def2-TZVPD.

XYZ file:
```
119
Properties=species:S:1:pos:R:3:mulliken_charge:R:1
Ti -0.5699 0.8867 -0.3717 0.04
N -4.1135 -0.0511 -7.4921 -0.53
C -3.1158 -0.0577 -6.5411 1.18
C -3.2835 -0.7587 -5.3409 -0.84
C -2.2627 -0.8050 -4.4142 -0.33
C -1.0665 -0.1544 -4.6774 -0.86
C -0.8818 0.5476 -5.8551 -0.35
C -1.8997 0.5898 -6.7871 -0.88
S 0.1016 -0.0373 -3.3534 1.68
O 1.3460 0.5078 -3.8032 -0.76
O 0.1411 -1.2964 -2.6726 -0.69
N -0.6835 1.0282 -2.3507 0.71
C -0.3573 2.3219 -2.5324 -0.26
N -0.2220 2.8443 -3.7549 -0.39
C 0.0798 4.1263 -3.8306 -0.68
C 0.2215 4.9317 -2.7067 -1.19
C 0.0522 4.3105 -1.4863 -0.06
N -0.2206 3.0155 -1.3785 0.72
H -5.0431 -0.2898 -7.1946 0.20
H -4.0524 0.6342 -8.2243 0.20
H -4.2216 -1.2636 -5.1488 0.33
H -2.3735 -1.3392 -3.4807 0.32
H 0.0559 1.0601 -6.0101 0.53
H -1.7703 1.1296 -7.7160 0.30
H 0.1979 4.5247 -4.8325 0.52
H 0.4695 5.9779 -2.7817 0.46
H 0.1351 4.8643 -0.5566 0.49
C -2.9428 3.2472 0.1537 -1.81
N -2.5290 1.8962 -0.1733 1.14
C -3.4489 1.0451 -0.5037 -0.15
C -3.0970 -0.3038 -0.6845 -0.36
C -3.8539 -1.4034 -1.0947 -1.40
C -2.9747 -2.4817 -1.1597 -1.31
C -1.7244 -2.0021 -0.7743 -0.30
N -1.7832 -0.6963 -0.4634 1.40
C -3.5564 4.0396 -0.9802 0.84
C -4.2017 5.2314 -0.6620 -0.85
C -4.7679 6.0145 -1.6518 -0.60
C -4.6943 5.6154 -2.9792 -0.54
C -4.0617 4.4256 -3.2991 -0.79
C -3.4920 3.6379 -2.3076 0.12
H -2.0681 3.7959 0.5186 0.17
H -3.6713 3.2121 0.9748 0.82
H -4.4946 1.3417 -0.6190 0.40
H -4.9084 -1.3946 -1.3139 0.57
H -3.2072 -3.4919 -1.4481 0.54
H -0.7941 -2.5423 -0.7438 0.32
H -4.2667 5.5387 0.3749 0.46
H -5.2741 6.9318 -1.3845 0.40
H -5.1203 6.2335 -3.7580 0.41
H -4.0091 4.0993 -4.3291 0.51
H -3.0058 2.7071 -2.5746 0.23
C 2.2789 -4.0938 2.1271 -1.47
N 2.0153 -2.7312 1.6581 0.68
P 1.0807 -1.7156 2.6505 0.15
C 2.0835 -1.9934 4.2011 0.30
C 1.7906 -2.9597 5.1629 -0.34
C 2.6298 -3.1579 6.2485 -0.77
C 3.7766 -2.3948 6.3957 -0.50
C 4.0827 -1.4338 5.4449 -0.82
C 3.2410 -1.2350 4.3616 -0.30
C -0.4082 -2.6417 3.2768 0.75
C -1.0666 -1.9904 4.3261 -0.54
C -2.2357 -2.4956 4.8676 -0.91
C -2.7626 -3.6821 4.3760 -0.57
C -2.0932 -4.3622 3.3729 -0.82
C -0.9271 -3.8462 2.8216 -0.05
P 2.2168 -2.3709 -0.1026 0.97
C 3.2831 -3.8134 -0.5346 -0.48
C 4.5140 -4.0453 0.0783 0.18
C 5.3086 -5.0993 -0.3358 -0.91
C 4.8864 -5.9227 -1.3736 -0.53
C 3.6805 -5.6768 -2.0084 -0.63
C 2.8767 -4.6235 -1.5880 -0.33
C 3.5510 -1.1462 -0.1133 0.07
C 3.3203 0.1423 0.6306 1.70
C 4.4740 1.0638 0.6139 -1.11
C 5.4500 0.9373 -0.3228 -0.55
C 5.4687 -0.1416 -1.2213 -1.02
C 4.5340 -1.1609 -1.0944 -0.54
H 1.5954 -4.3553 2.9324 0.65
H 3.2980 -4.1895 2.5125 0.10
H 2.1479 -4.8159 1.3211 0.38
H 0.9037 -3.5713 5.0810 0.29
H 2.3820 -3.9166 6.9798 0.41
H 4.4287 -2.5516 7.2444 0.38
H 4.9773 -0.8349 5.5487 0.45
H 3.4922 -0.4777 3.6292 0.30
H -0.6356 -1.0802 4.7308 0.48
H -2.7280 -1.9702 5.6767 0.44
H -3.6918 -4.0711 4.7693 0.40
H -2.4852 -5.3069 3.0198 0.42
H -0.4351 -4.3913 2.0310 0.27
H 4.8466 -3.3838 0.8674 0.54
H 6.2668 -5.2718 0.1374 0.39
H 5.5130 -6.7447 -1.6947 0.36
H 3.3724 -6.2996 -2.8384 0.41
H 1.9402 -4.3985 -2.0846 0.41
H 2.9668 -0.0904 1.6459 -1.62
H 4.4480 1.8920 1.3100 0.47
H 6.2487 1.6673 -0.3728 0.39
H 6.2258 -0.1945 -1.9917 0.42
H 4.6192 -2.0277 -1.7395 0.41
F -0.5937 3.8933 5.8127 -0.25
C -0.8679 4.5051 4.6429 0.68
F -0.0851 5.5900 4.5863 -0.28
F -2.1358 4.9495 4.7601 -0.26
C -0.6910 3.5910 3.4802 0.57
C -1.5709 2.5219 3.2998 -1.18
C -1.3742 1.6567 2.2559 -0.46
N -0.3392 1.7688 1.3799 1.35
C 0.5141 2.8004 1.5736 -0.64
C 0.3727 3.7188 2.5865 -1.59
H -2.3937 2.3757 3.9851 0.60
H -2.0448 0.8241 2.0867 0.53
H 1.3523 2.8571 0.8895 0.78
H 1.0742 4.5333 2.6888 0.56
O 1.0768 0.3914 -0.4718 1.11
O 2.2441 1.0529 -0.0145 -0.34
```

As for the orbital gap (alpha / beta): 0.1586 / 0.1180 hartree. Its LUMO energy (alpha / beta) is -1.307 / -1.747 eV. For the relative energy (zero: lowest compared OMol25 entry of this formula, charge and spin), the calculation gives 360.6 kJ/mol. As for the spin multiplicity: 1. The value obtained for the total energy is -5016.7599 Eh. Its charge is 0.